{
  "formula": "C5H25N2O8",
  "method": "ωB97M-V/def2-TZVPD",
  "e_homo_ev": -6.10,
  "total_charge": -1,
  "de_lowest_kcal_mol": 48.0,
  "lumo_energy_ev": 3.041,
  "multiplicity": 1,
  "elements": ["C", "O", "C", "C", "C", "C", "N", "N", "H", "H", "H", "H", "H", "H", "H", "H", "H", "H", "H", "H", "H", "O", "H", "H", "O", "H", "H", "O", "H", "H", "O", "H", "H", "O", "H", "H", "O", "H", "H", "O"],
  "coordinates": [[-0.260, -1.477, 1.154], [-1.254, -0.488, 1.140], [1.129, -0.876, 0.719], [1.692, -1.554, -0.549], [1.397, -0.788, -1.836], [-0.940, -1.282, -1.918], [-0.008, -0.458, -2.142], [2.110, -0.910, 1.810], [-0.556, -2.195, 0.406], [-0.107, -1.895, 2.164], [0.895, 0.172, 0.506], [1.290, -2.578, -0.620], [2.748, -1.794, -0.444], [1.731, -1.360, -2.707], [1.811, 0.220, -1.820], [-1.934, -0.950, -2.230], [-0.871, -2.309, -1.553], [1.912, -1.694, 2.418], [2.103, -0.060, 2.358], [-2.447, -3.382, 0.779], [-1.134, -4.026, 1.358], [-1.792, -4.085, 0.667], [-2.296, 3.705, -1.042], [-0.892, 3.776, -1.253], [-1.648, 4.342, -1.414], [3.030, 2.849, 0.435], [3.544, 1.501, 0.739], [3.871, 2.405, 0.646], [-4.299, -0.866, 0.784], [-2.765, -1.035, 0.518], [-3.619, -1.518, 0.623], [1.027, 3.292, -1.380], [0.912, 2.273, -0.093], [1.463, 2.650, -0.824], [-0.928, 0.454, 1.154], [-0.292, 2.507, 2.053], [-0.120, 1.944, 1.296], [-1.478, 1.380, -1.329], [-1.192, 2.119, 0.103], [-1.830, 1.993, -0.678]],
  "atomic_forces_ev_per_a": [[1.27, 1.50, -0.58], [-0.74, -0.07, 0.11], [-0.24, -0.13, 0.09], [-0.64, -0.75, 0.11], [-0.56, 0.30, -0.10], [-0.23, 0.46, -0.86], [-0.39, -0.61, 0.45], [0.28, -0.01, -0.25], [0.02, -0.53, 0.39], [-0.39, -0.21, -0.20], [0.40, -0.17, -0.02], [-0.31, 0.14, -0.10], [0.30, 0.70, -0.02], [0.40, 0.23, 0.00], [0.77, -0.29, 0.05], [-0.03, -0.22, 0.25], [0.26, 0.04, 0.18], [0.14, 0.10, 0.17], [-0.28, -0.02, 0.03], [0.11, 0.12, 0.28], [-0.13, 0.34, 0.24], [-0.35, -0.64, -0.55], [0.26, 0.45, -0.49], [0.29, 0.10, -0.11], [-0.55, 0.58, 0.14], [0.27, 0.11, -0.31], [0.32, -0.11, 0.02], [-0.44, -0.10, 0.26], [0.02, 0.24, 0.03], [-0.29, 0.21, 0.52], [0.19, -0.62, -0.45], [-0.46, -0.03, 0.25], [-0.60, 0.85, 0.02], [0.99, -0.59, 0.03], [0.52, 0.01, 0.47], [0.05, 0.05, -0.04], [-0.09, -0.32, -0.47], [0.41, -0.11, 0.23], [-0.01, -0.66, -0.26], [-0.55, -0.36, 0.49]]
}